1.
Molecular formula: C50H45HgN9O2P2S
Method: DFT, ωB97M-V with the def2-TZVPD basis set

Calculated values
multiplicity = 2
frontier orbital gap (spin up / spin down) = 5.2 / 7.3 eV
total charge = -1
energy relative to the best compared isomer or geometry (same formula, charge and spin) = 0.637 eV
largest force on an atom = 0.4 eV/A

Atoms and positions in Å:
Hg -0.2266 -0.4861 0.6965
C -2.0353 2.4138 1.1937
P -0.5981 2.0436 2.2990
C -1.2409 1.8996 3.9995
C -2.4934 1.3493 4.2631
C -2.8623 1.0205 5.5607
C -1.9885 1.2440 6.6129
C -0.7383 1.7959 6.3616
C -0.3646 2.1119 5.0665
C 0.2326 3.6781 2.3207
C 1.4719 3.7854 1.6991
C 2.1373 5.0039 1.6464
C 1.5665 6.1262 2.2251
C 0.3298 6.0297 2.8538
C -0.3323 4.8139 2.8992
C -1.4908 2.3237 -0.2049
C -1.5498 3.2191 -1.2548
C -0.8438 2.6251 -2.3340
C -0.4003 1.3981 -1.8836
C 0.3833 0.3253 -2.5761
P 1.8440 -0.0315 -1.4955
C 3.0199 1.2227 -2.1438
C 4.1246 0.9409 -2.9421
C 4.9402 1.9662 -3.4027
C 4.6610 3.2851 -3.0763
C 3.5634 3.5763 -2.2771
C 2.7549 2.5535 -1.8070
C 2.5583 -1.5849 -2.1358
C 3.5263 -2.2110 -1.3507
C 4.1000 -3.4061 -1.7565
C 3.6980 -4.0011 -2.9450
C 2.7264 -3.3931 -3.7262
C 2.1633 -2.1892 -3.3261
N -0.7785 1.2245 -0.5868
H -2.8158 1.6604 1.3397
H -2.4536 3.4010 1.3953
H -3.1807 1.1460 3.4513
H -3.8306 0.5721 5.7419
H -2.2715 0.9752 7.6228
H -0.0452 1.9654 7.1759
H 0.6246 2.5118 4.8741
H 1.9136 2.9010 1.2545
H 3.1013 5.0720 1.1578
H 2.0829 7.0773 2.1908
H -0.1165 6.9056 3.3077
H -1.2936 4.7385 3.3946
H -2.0350 4.1831 -1.2461
H -0.6799 3.0419 -3.3165
H -0.2135 -0.5911 -2.6548
H 0.6913 0.6425 -3.5735
H 4.3549 -0.0842 -3.2064
H 5.7955 1.7303 -4.0239
H 5.2964 4.0821 -3.4415
H 3.3365 4.6022 -2.0151
H 1.8942 2.7874 -1.1901
H 3.8202 -1.7629 -0.4067
H 4.8471 -3.8828 -1.1348
H 4.1303 -4.9444 -3.2535
H 2.4034 -3.8580 -4.6489
H 1.4005 -1.7262 -3.9384
N -3.1846 -1.5165 2.2732
C -2.1323 -1.9206 3.0108
N -2.4021 -2.7056 4.0587
C -1.3249 -3.0096 4.7957
N -1.5549 -3.8496 5.8600
N -0.0876 -2.6109 4.6044
C 0.1141 -1.8365 3.5060
N -0.9182 -1.4737 2.6722
C 1.4267 -1.3773 3.2451
C 2.4806 -1.6217 4.1732
C 3.7106 -1.0750 3.9671
C 3.9329 -0.2706 2.8225
C 2.8855 -0.1172 1.9427
N 1.6805 -0.6545 2.1070
H -4.0307 -2.0473 2.3950
H -3.0251 -1.1714 1.3384
H -2.5073 -3.8703 6.1814
H -0.8366 -3.8402 6.5638
H 2.2600 -2.2302 5.0372
H 4.5105 -1.2464 4.6774
H 4.8860 0.1995 2.6272
H 3.0168 0.4643 1.0330
C -3.4147 0.1710 -7.1914
C -3.4856 -0.3169 -5.7682
C -3.1175 0.5075 -4.7092
C -3.1917 0.0660 -3.3973
C -3.6378 -1.2226 -3.1413
C -4.0118 -2.0613 -4.1806
C -3.9320 -1.6047 -5.4877
S -3.7461 -1.7706 -1.4548
O -4.3799 -3.0728 -1.4907
O -4.4319 -0.7161 -0.7411
N -2.2563 -1.7832 -0.9247
C -1.4154 -2.8329 -1.0866
C -1.6303 -3.9580 -1.9183
C -0.6848 -4.9509 -1.9760
C 0.4863 -4.8480 -1.2256
C 0.6493 -3.7068 -0.4761
N -0.2463 -2.7208 -0.4152
H -3.0482 1.1959 -7.2364
H -4.3994 0.1434 -7.6620
H -2.7490 -0.4544 -7.7892
H -2.7646 1.5119 -4.9086
H -2.9046 0.7136 -2.5785
H -4.3712 -3.0550 -3.9519
H -4.2235 -2.2577 -6.3030
H -2.5529 -4.0332 -2.4722
H -0.8529 -5.8160 -2.6068
H 1.2501 -5.6118 -1.2395
H 1.5476 -3.5541 0.1118

Forces on atoms 1 to 2 (eV/Å):
Hg -0.044 0.068 -0.146
C 0.117 -0.067 -0.062

Atomic partial charges in e from the Löwdin method, atoms 1 to 5: 1.05, -0.27, 1.04, -0.38, -0.10

2.
Molecular formula: C50H45N8O17Sr
Method: DFT, ωB97M-V with the def2-TZVPD basis set

Calculated values
multiplicity = 1
frontier orbital gap = 7.0 eV
total charge = +1
energy relative to the best compared isomer or geometry (same formula, charge and spin) = 0.000 eV
largest force on an atom = 1.2 eV/A

Atoms and positions in Å:
Sr -0.0305 -0.4220 0.1935
C -4.7040 0.3804 0.8430
C -3.2343 0.2467 1.2407
O -2.3886 0.1510 0.1515
H -4.9810 -0.2654 0.0118
H -4.9435 1.4048 0.5371
H -5.3281 0.1821 1.7213
H -3.1417 -0.6082 1.9395
H -2.9778 1.1373 1.8586
C -1.3852 4.3375 5.7347
C -1.8020 3.1056 5.2379
C -1.2707 2.6404 4.0427
C -0.3548 3.4129 3.3620
C 0.0456 4.6521 3.8305
C -0.5282 5.1380 4.9933
N 0.2938 2.8631 2.1869
O 0.7489 3.6332 1.3708
O 0.2914 1.6486 2.0707
H -1.7871 4.6694 6.6834
H -2.4239 2.4430 5.8225
H -1.6011 1.6824 3.6606
H 0.8074 5.2082 3.3013
H -0.2093 6.0811 5.4168
C -3.2425 2.4083 -4.8693
C -3.5022 1.9277 -3.5847
C -2.7870 0.8274 -3.1301
C -1.8260 0.2666 -3.9454
C -1.6178 0.6760 -5.2456
C -2.3376 1.7725 -5.7026
N -1.2273 -0.9850 -3.4957
O -1.1318 -1.8850 -4.2953
O -0.8854 -1.0703 -2.3179
H -3.8311 3.2636 -5.1830
H -4.1735 2.4746 -2.9433
H -2.9375 0.4507 -2.1149
H -0.9559 0.1774 -5.9400
H -2.2366 2.1158 -6.7236
C 3.9024 -6.4323 -0.1714
C 4.7005 -5.7833 0.7623
C 4.2219 -4.6425 1.3808
C 2.9580 -4.1808 1.0894
C 2.1425 -4.8532 0.2061
C 2.6111 -5.9914 -0.4231
N 2.4870 -2.9048 1.6101
O 1.6680 -2.2855 0.9513
O 2.9688 -2.5119 2.6477
H 4.2750 -7.3140 -0.6795
H 5.6895 -6.1617 0.9725
H 4.8895 -4.1781 2.0955
H 1.1850 -4.4553 -0.1020
H 2.0082 -6.4901 -1.1686
C 5.9863 3.6905 -0.7239
C 4.6403 3.9084 -0.4269
C 3.8286 2.8273 -0.1383
C 4.3700 1.5540 -0.0783
C 5.7123 1.3413 -0.3171
C 6.5217 2.4156 -0.6744
N 3.5146 0.4225 0.2477
O 2.3291 0.6744 0.4042
O 3.9986 -0.6809 0.2955
H 6.6453 4.5187 -0.9562
H 4.2163 4.9000 -0.4873
H 2.8082 3.0213 0.1671
H 6.1387 0.3487 -0.2648
H 7.5519 2.2194 -0.9341
C 2.0224 0.9179 -6.2811
C 1.9614 -0.4716 -6.3551
C 2.1301 -1.2267 -5.2121
C 2.1988 -0.5961 -3.9796
C 2.1981 0.7827 -3.8791
C 2.0769 1.5323 -5.0343
N 2.0615 -1.4058 -2.7808
O 1.8085 -0.7873 -1.7520
O 2.2203 -2.5943 -2.8358
H 1.9756 1.5323 -7.1702
H 1.7864 -0.9175 -7.3254
H 1.9800 -2.2988 -5.2448
H 2.2489 1.3073 -2.9336
H 2.1448 2.6102 -4.9629
C -5.5929 -3.7896 -1.4455
C -4.7644 -2.6759 -1.4330
C -3.5644 -2.7036 -0.7459
C -3.1987 -3.8831 -0.1188
C -4.0003 -5.0030 -0.1302
C -5.1924 -4.9677 -0.8310
N -1.8974 -3.9390 0.5437
O -1.5752 -4.9626 1.1143
O -1.1742 -2.9647 0.4443
H -6.5710 -3.7337 -1.9071
H -5.0591 -1.7881 -1.9776
H -2.9647 -1.7983 -0.7203
H -3.6247 -5.9246 0.2918
H -5.8007 -5.8609 -0.8511
C -3.5709 4.9774 -0.6133
C -2.7485 5.5030 -1.6094
C -1.4881 4.9605 -1.8296
C -1.1561 3.7830 -1.1907
C -1.9790 3.2357 -0.2165
C -3.1816 3.8490 0.0922
N 0.1272 3.1553 -1.4295
O 0.9948 3.8339 -1.9417
O 0.2774 1.9741 -1.1799
H -4.4863 5.5163 -0.4021
H -3.0979 6.3631 -2.1636
H -0.7471 5.5796 -2.3211
H -1.6720 2.3347 0.3064
H -3.7684 3.4943 0.9281
C 1.8570 -2.5616 6.9555
C 2.1011 -1.4327 6.1760
C 1.3757 -1.2350 5.0127
C 0.4211 -2.1693 4.6634
C 0.2503 -3.3564 5.3559
C 0.9857 -3.5407 6.5136
N -0.4067 -1.9290 3.4881
O -0.0913 -0.9942 2.7629
O -1.3623 -2.6390 3.2980
H 2.4170 -2.6599 7.8763
H 2.8249 -0.6851 6.4689
H 1.5205 -0.3559 4.4014
H -0.4638 -4.0796 4.9900
H 0.8609 -4.4299 7.1170

Forces on atoms 1 to 2 (eV/Å):
Sr -0.676 -0.037 -0.190
C -0.162 0.554 0.430

Atomic partial charges in e from the Löwdin method, atoms 1 to 5: 1.52, -0.08, -0.46, -0.50, 0.05

3.
Molecular formula: C50H47BN9O5SY
Method: DFT, ωB97M-V with the def2-TZVPD basis set

Calculated values
multiplicity = 1
frontier orbital gap = 8.0 eV
energy relative to the best compared isomer or geometry (same formula, charge and spin) = 1.732 eV
largest force on an atom = 4.3 eV/A

Atoms and positions in Å:
Y -0.6900 0.1420 -1.1305
C -0.1449 4.6248 -1.7094
C 0.3416 3.3418 -1.5468
N -0.6104 2.4872 -1.8589
N -1.7236 3.1981 -2.1506
C -1.5024 4.4827 -2.0072
B -3.0275 2.4330 -2.5038
N -3.6787 1.7102 -1.2455
C -4.8480 1.7953 -0.6480
C -4.8148 1.0989 0.5296
C -3.5416 0.5804 0.6274
N -2.8493 0.9814 -0.4103
N -2.6225 1.3886 -3.5898
C -2.7755 1.3716 -4.8883
C -2.1494 0.2502 -5.4340
C -1.5053 -0.3259 -4.3367
N -1.7971 0.3790 -3.2227
N -3.9941 3.4022 -3.2436
C -3.7071 4.3213 -4.2131
C -4.8977 4.7642 -4.7143
C -5.8605 4.0550 -3.9714
N -5.3506 3.3083 -3.0536
H 0.3483 5.5415 -1.5076
H 1.3172 2.9358 -1.2904
H -2.2897 5.2294 -2.1291
H -5.6641 2.3704 -1.0560
H -5.6118 1.0100 1.2692
H -3.1715 -0.1419 1.3435
H -3.2627 2.1278 -5.4243
H -2.1702 -0.0875 -6.4442
H -0.8334 -1.1708 -4.3336
H -2.6622 4.5592 -4.4874
H -4.9967 5.5099 -5.4616
H -6.9319 4.1477 -4.1488
O 0.1108 1.5610 0.7886
C -0.6308 2.6820 1.2777
C 0.3161 3.5600 1.9829
C 0.5507 4.8567 1.5256
C 1.4960 5.6430 2.1910
C 2.1611 5.1781 3.3181
C 1.8360 3.8664 3.6525
N 1.0246 3.0968 3.0096
H -0.0338 0.7839 1.3181
H -1.4070 2.3984 1.9452
H -1.1915 3.2234 0.4913
H 0.0496 5.2694 0.6701
H 1.6781 6.6275 1.8454
H 2.8117 5.8402 3.8834
H 2.3912 3.5129 4.5442
C 1.9246 -0.5189 4.2080
C 2.0685 -1.8119 3.3769
C 2.8525 -2.8489 4.1073
O 2.7870 -1.5614 2.2070
C 1.8155 -1.3349 1.1307
C 0.7809 -2.3894 1.5375
O 0.8266 -2.3418 2.9600
C -0.7558 -2.1500 1.1332
O -0.9074 -0.8050 0.8811
C -1.0613 -3.0496 -0.1251
C -2.0277 -2.4197 -0.9972
C -2.2574 -2.9210 -2.2702
C -1.4917 -4.0208 -2.7525
C -0.6866 -4.6487 -1.8564
C -0.4881 -4.1889 -0.5663
C -1.6172 -2.5893 2.3194
C -2.1096 -3.8669 2.4020
C -2.8712 -4.2608 3.5709
C -2.8797 -3.3959 4.6410
C -2.3410 -2.0881 4.5792
C -1.7176 -1.7284 3.4283
C 2.5516 -1.2567 -0.2140
O 1.4332 -0.8573 -1.0237
C 3.2537 -2.6323 -0.5172
C 2.6693 -3.4880 -1.3896
C 2.9820 -4.8284 -1.4140
C 4.0266 -5.2517 -0.5905
C 4.6853 -4.3689 0.2890
C 4.3468 -3.0353 0.3071
C 3.5721 -0.1619 -0.1707
C 4.6456 -0.1730 -1.0900
C 5.5124 0.8754 -1.2019
C 5.2709 1.9978 -0.3820
C 4.1575 2.0730 0.4790
C 3.3011 1.0004 0.5484
H 2.9554 -0.1400 4.3183
H 1.5313 -0.7753 5.1490
H 1.3570 0.2227 3.6446
H 3.7428 -2.4142 4.5394
H 3.1525 -3.6315 3.4126
H 2.1490 -3.2305 4.8908
H 1.3556 -0.3591 1.3505
H 1.1086 -3.3657 1.2307
H -2.5334 -1.5018 -0.7391
H -2.9374 -2.3594 -2.9012
H -1.5998 -4.2297 -3.7712
H -0.0798 -5.4925 -2.1848
H 0.1829 -4.6685 0.0644
H -1.9834 -4.6380 1.6561
H -3.2980 -5.2415 3.5782
H -3.4356 -3.7133 5.5005
H -2.3869 -1.3729 5.3830
H -1.1583 -0.7823 3.3716
H 1.8386 -3.1530 -1.9346
H 2.5039 -5.4579 -2.0388
H 4.4064 -6.3033 -0.5983
H 5.4589 -4.7313 0.9671
H 4.7839 -2.4019 1.0958
H 4.7995 -1.0561 -1.7053
H 6.4167 0.8482 -1.7887
H 6.0043 2.7985 -0.3463
H 3.9970 3.0018 1.0846
H 2.5852 1.0093 1.3293
S 2.1744 -1.0563 -3.6514
C 1.1726 -0.6790 -2.5031

Forces on atoms 1 to 2 (eV/Å):
Y 0.578 0.066 0.638
C -0.690 0.796 0.478

Atomic partial charges in e from the Löwdin method, atoms 1 to 5: 1.51, -0.06, -0.14, -0.02, 0.01

4.
Molecular formula: C50H47BrInN6O3
Method: DFT, ωB97M-V with the def2-TZVPD basis set

Calculated values
multiplicity = 1
frontier orbital gap = 5.8 eV
total charge = +1
largest force on an atom = 0.7 eV/A

Atoms and positions in Å:
In 0.0686 0.3449 0.7526
C 3.7115 0.0983 -1.0734
C 4.0097 -0.3391 0.3340
C 4.9963 -1.2783 0.6028
C 5.2923 -1.6529 1.9047
C 4.6160 -1.0730 2.9647
C 3.6236 -0.1240 2.7431
C 2.9465 0.5690 3.8959
C 3.3293 0.2063 1.4230
N 2.2460 1.1171 1.1662
C 2.4354 2.3572 1.0095
C 3.7587 3.0449 1.0893
C 1.2038 3.1862 0.6933
C 1.3446 4.6630 0.5464
N 0.1095 2.5567 0.5580
C -1.1256 3.1888 0.1804
C -1.3144 3.5917 -1.1412
C -0.2484 3.4166 -2.1900
C -2.5568 4.1188 -1.4737
C -3.5631 4.2323 -0.5278
C -3.3524 3.7937 0.7702
C -2.1323 3.2449 1.1416
C -1.9098 2.6996 2.5269
H 4.3350 -0.4476 -1.7787
H 3.9151 1.1640 -1.2158
H 2.6687 -0.0939 -1.3265
H 5.5375 -1.7221 -0.2232
H 6.0642 -2.3898 2.0871
H 4.8601 -1.3488 3.9836
H 3.0358 -0.0198 4.8073
H 1.8881 0.7435 3.7069
H 3.4085 1.5412 4.0900
H 4.5650 2.3194 1.1586
H 3.7931 3.6914 1.9692
H 3.9136 3.6802 0.2163
H 1.9885 5.0688 1.3251
H 0.3724 5.1488 0.5769
H 1.8154 4.8945 -0.4122
H 0.2341 2.4423 -2.1051
H 0.5227 4.1879 -2.1273
H -0.6875 3.4841 -3.1846
H -2.7367 4.4279 -2.4962
H -4.5225 4.6457 -0.8080
H -4.1463 3.8609 1.5031
H -2.7721 2.8988 3.1599
H -1.0298 3.1287 3.0104
H -1.7924 1.6086 2.5024
Br 7.5434 -5.2349 2.7138
C 5.7182 -5.5982 3.0555
C 4.9874 -4.7134 3.8323
C 3.6439 -4.9573 4.0585
C 3.0472 -6.0934 3.5257
C 3.7998 -7.0058 2.8038
C 5.1372 -6.7456 2.5419
N 1.6814 -6.4208 3.8528
N 0.7483 -5.6690 3.5441
C 0.9309 -4.5620 2.6422
C 1.3658 -4.7119 1.3514
C 1.3760 -3.6385 0.4480
C 0.9789 -2.3735 0.8240
O 0.9930 -1.3491 -0.0099
C 0.5283 -2.2054 2.1752
N 0.1416 -0.9554 2.5709
C -0.3257 -0.7633 3.7861
C -0.4411 -1.7982 4.7205
C -0.0457 -3.0580 4.3622
C 0.4647 -3.2968 3.0678
H 5.4663 -3.8437 4.2611
H 3.0632 -4.2731 4.6639
H 3.3334 -7.9124 2.4403
H 5.7268 -7.4384 1.9580
H 1.6837 -5.6869 1.0070
H 1.6985 -3.7924 -0.5732
H -0.6245 0.2455 4.0473
H -0.8418 -1.5881 5.7016
H -0.1262 -3.8857 5.0550
C -5.5547 3.6095 -5.9100
C -4.3655 2.6886 -5.8169
C -3.5686 2.4818 -6.9383
C -2.4700 1.6384 -6.8958
C -2.1679 0.9716 -5.7215
C -2.9527 1.1686 -4.5926
N -2.5893 0.5026 -3.3897
C -3.3547 -0.4338 -2.7547
C -4.4556 -1.0101 -3.4134
C -5.2448 -1.9468 -2.7874
C -4.9901 -2.3551 -1.4752
C -3.9261 -1.7964 -0.8110
C -3.0945 -0.8472 -1.4238
C -2.0153 -0.2818 -0.6242
O -1.9509 -0.4868 0.6372
O -1.1000 0.4486 -1.1399
C -4.0493 2.0391 -4.6160
C -4.8650 2.2659 -3.3709
H -5.6847 3.9657 -6.9303
H -5.4392 4.4839 -5.2659
H -6.4751 3.1067 -5.6087
H -3.8191 2.9903 -7.8614
H -1.8637 1.4887 -7.7793
H -1.3341 0.2833 -5.6650
H -1.7464 0.7794 -2.9132
H -4.6660 -0.7135 -4.4326
H -6.0773 -2.3758 -3.3310
H -5.6168 -3.0928 -0.9952
H -3.6990 -2.0787 0.2085
H -5.6341 1.4985 -3.2495
H -5.3672 3.2307 -3.3938
H -4.2347 2.2250 -2.4817

Forces on atoms 1 to 2 (eV/Å):
In 0.152 -0.661 -0.238
C 0.005 -0.031 0.044

Atomic partial charges in e from the Löwdin method, atoms 1 to 5: 0.95, -0.01, -0.21, -0.02, -0.05

> Which value of largest force on an atom does entry 3 give?

4.3 eV/A